No. 1
9 unconnected molecules or ions with the total composition C8H32N5O11 in a non-equilibrium geometry. Source: OMol25; level of theory: the ωB97M-V functional and the def2-TZVPD basis.

Multiplicity: 2
Expectation value of S²: 0.7602
HOMO energy (alpha / beta): -9.4 / -9.4 eV
Gap between HOMO and LUMO (alpha / beta): 9.365 / 2.996 eV

Positions of all 56 atoms, in Å:
N: -0.20 0.12 -0.06
O: -0.53 1.30 0.07
O: -0.61 -0.52 -1.03
O: 0.45 -0.44 0.82
C: -2.63 -2.01 1.47
O: -3.38 -3.09 1.97
H: -3.28 -1.24 1.04
H: -2.02 -1.50 2.22
H: -1.92 -2.29 0.69
H: -3.98 -3.39 1.28
C: -2.49 2.75 -2.76
O: -3.70 2.09 -2.57
H: -2.84 3.67 -3.23
H: -2.00 3.04 -1.83
H: -1.90 2.24 -3.52
H: -3.54 1.53 -1.81
C: 2.14 -1.14 -2.63
O: 0.97 -1.75 -3.12
H: 2.74 -1.87 -2.10
H: 2.85 -0.87 -3.42
H: 1.95 -0.20 -2.11
H: 0.25 -1.48 -2.55
C: -3.93 -1.58 -2.13
O: -3.48 -0.40 -1.49
H: -3.54 -1.39 -3.13
H: -3.35 -2.38 -1.67
H: -4.99 -1.84 -2.06
H: -2.52 -0.45 -1.58
C: 0.78 2.20 3.14
O: 0.27 0.93 3.44
H: 0.22 2.43 2.23
H: 0.44 2.92 3.89
H: 1.85 2.38 3.02
H: 0.31 0.41 2.64
C: 0.67 -4.53 -0.30
O: 1.46 -3.51 0.40
H: 0.98 -4.35 -1.33
H: 0.85 -5.58 -0.09
H: -0.38 -4.37 -0.04
H: 0.92 -2.72 0.37
C: 1.41 4.66 0.08
O: 1.20 5.00 1.20
N: 0.68 3.84 -0.63
N: 2.18 5.23 -0.81
H: -0.02 3.24 -0.21
H: 1.01 3.48 -1.51
H: 2.41 4.72 -1.65
H: 2.63 6.11 -0.61
C: 3.58 -1.14 3.13
O: 4.26 -0.84 4.10
N: 3.16 -0.17 2.34
N: 2.92 -2.25 2.95
H: 3.62 0.74 2.37
H: 2.65 -0.39 1.50
H: 2.27 -2.25 2.17
H: 3.15 -3.12 3.42

These are the Löwdin partial charges, in e, on atoms 1 to 4: N -0.557; O 0.010; O -0.007; O -0.031

---

No. 2
A gas-phase ion, C4H11N2O (charge +1) in a non-equilibrium geometry. Source: OMol25; level of theory: the ωB97M-V functional and the def2-TZVPD basis.

Multiplicity: 1
HOMO energy: -14.6 eV
Total charge: +1
Energy relative to the best compared isomer or geometry (same formula, charge and spin): 18.1 kcal/mol
Gap between HOMO and LUMO: 11.485 eV

Positions of all 18 atoms, in Å:
C: -0.73 -1.67 -1.42
N: -1.06 -0.67 -0.36
C: 0.03 0.36 -0.15
C: -0.53 1.72 0.32
C: 1.05 -0.27 0.82
N: 1.99 0.52 1.34
O: 0.97 -1.46 1.03
H: 0.20 -2.11 -1.11
H: -1.53 -2.40 -1.44
H: -0.68 -1.15 -2.36
H: -1.13 -1.12 0.53
H: -1.90 -0.12 -0.49
H: 0.61 0.46 -1.06
H: -1.61 1.71 0.30
H: -0.18 2.06 1.28
H: -0.22 2.47 -0.42
H: 2.62 0.18 2.04
H: 2.09 1.50 1.13

These are the Löwdin partial charges, in e, on atoms 1 to 4: C 0.044; N 0.044; C -0.215; C 0.001

---

No. 3
A molecular structure, C23H26N2O5P2PdS3. Source: OMol25; level of theory: the ωB97M-V functional and the def2-TZVPD basis.

Multiplicity: 1
HOMO energy: -8.4 eV
Energy relative to the best compared isomer or geometry (same formula, charge and spin): 16.3 kcal/mol
Gap between HOMO and LUMO: 6.885 eV

Positions of all 62 atoms, in Å:
Pd: -0.32 0.44 -0.34
C: 0.23 2.78 2.28
P: 0.38 1.08 1.70
C: -0.48 0.09 2.93
C: 2.16 0.71 1.83
C: 2.85 0.65 3.03
C: 4.21 0.38 3.03
C: 4.89 0.20 1.83
C: 4.20 0.28 0.62
C: 2.84 0.53 0.64
P: 1.80 0.66 -0.82
C: 2.39 -0.45 -2.11
C: 2.09 2.33 -1.49
H: 0.96 2.95 3.07
H: -0.77 2.92 2.69
H: 0.39 3.49 1.47
H: -0.07 0.30 3.92
H: -0.37 -0.97 2.68
H: -1.53 0.39 2.92
H: 2.33 0.79 3.97
H: 4.75 0.31 3.96
H: 5.95 0.00 1.83
H: 4.73 0.13 -0.31
H: 3.42 -0.22 -2.37
H: 1.75 -0.31 -2.98
H: 2.31 -1.47 -1.75
H: 3.14 2.47 -1.72
H: 1.76 3.07 -0.77
H: 1.49 2.43 -2.40
O: -1.68 -1.62 -3.40
S: -1.87 -2.21 -2.10
O: -3.16 -2.04 -1.50
N: -0.68 -1.70 -1.08
C: 0.06 -2.72 -0.62
S: 1.32 -2.59 0.46
C: -0.35 -4.03 -1.21
C: 0.21 -5.28 -0.99
C: -0.33 -6.37 -1.66
C: -1.40 -6.22 -2.54
C: -1.96 -4.97 -2.77
C: -1.40 -3.90 -2.09
H: 1.04 -5.38 -0.30
H: 0.09 -7.35 -1.50
H: -1.80 -7.08 -3.05
H: -2.79 -4.83 -3.44
N: -1.40 1.25 -2.53
C: -2.05 1.86 -1.44
C: -2.64 1.03 -0.45
C: -3.05 1.60 0.76
C: -2.90 2.95 0.99
C: -2.38 3.77 -0.01
C: -1.95 3.23 -1.21
S: -3.28 3.59 2.63
O: -2.44 4.77 2.72
O: -2.82 2.48 3.48
O: -4.70 3.82 2.64
H: -1.82 0.42 -2.92
H: -1.12 1.91 -3.25
H: -2.91 0.00 -0.68
H: -3.51 0.98 1.53
H: -2.28 4.82 0.19
H: -1.52 3.87 -1.97

These are the Löwdin partial charges, in e, on atoms 1 to 4: Pd 0.582; C -0.192; P 0.839; C -0.198